{
  "formula": "C36H81F10N11O14PS4",
  "method": "ωB97M-V/def2-TZVPD",
  "charge": 3,
  "energy_ha": -6007.470901,
  "homo_energy_ev": -9.98,
  "species": ["P", "F", "F", "F", "F", "F", "F", "C", "C", "N", "C", "C", "N", "C", "C", "H", "H", "H", "H", "H", "H", "H", "H", "H", "H", "H", "C", "C", "N", "C", "C", "N", "C", "C", "H", "H", "H", "H", "H", "H", "H", "H", "H", "H", "H", "C", "C", "N", "C", "C", "N", "C", "C", "H", "H", "H", "H", "H", "H", "H", "H", "H", "H", "H", "C", "O", "C", "C", "N", "H", "H", "C", "C", "O", "C", "H", "H", "H", "H", "H", "H", "H", "H", "H", "H", "H", "H", "H", "H", "C", "O", "C", "C", "N", "H", "H", "C", "C", "O", "C", "H", "H", "H", "H", "H", "H", "H", "H", "H", "H", "H", "H", "H", "H", "C", "O", "C", "C", "N", "H", "H", "C", "C", "O", "C", "H", "H", "H", "H", "H", "H", "H", "H", "H", "H", "H", "H", "H", "H", "N", "S", "O", "O", "F", "S", "O", "O", "F", "N", "S", "O", "O", "F", "S", "O", "O", "F"],
  "coordinates": [[-0.43, -2.11, -2.26], [-0.90, -2.71, -3.73], [1.04, -2.76, -2.50], [0.04, -0.71, -2.88], [-0.07, -1.60, -0.75], [-1.94, -1.63, -1.94], [-0.86, -3.52, -1.54], [-1.66, -2.44, 8.38], [-0.95, -3.49, 7.51], [0.16, -4.13, 8.20], [1.47, -3.64, 8.11], [2.36, -4.51, 8.79], [1.59, -5.49, 9.35], [0.25, -5.33, 8.94], [2.03, -6.67, 9.95], [-1.74, -2.81, 9.40], [-2.57, -1.96, 8.00], [-0.98, -1.61, 8.57], [-0.59, -3.05, 6.58], [-1.64, -4.26, 7.15], [1.64, -2.67, 7.65], [3.43, -4.44, 8.88], [-0.55, -6.03, 9.10], [1.90, -7.46, 9.22], [1.42, -6.91, 10.83], [3.09, -6.66, 10.23], [-12.27, -2.76, -1.66], [-12.03, -2.79, -3.16], [-10.66, -2.46, -3.50], [-9.55, -3.26, -3.66], [-8.45, -2.47, -3.98], [-8.82, -1.14, -3.97], [-10.21, -1.13, -3.75], [-7.98, 0.07, -4.21], [-13.31, -2.98, -1.40], [-12.18, -1.72, -1.35], [-11.69, -3.43, -1.03], [-12.75, -2.18, -3.70], [-12.12, -3.79, -3.58], [-9.64, -4.34, -3.56], [-7.40, -2.69, -4.10], [-10.89, -0.29, -3.69], [-8.11, 0.87, -3.48], [-8.33, 0.52, -5.14], [-6.93, -0.25, -4.25], [5.77, 3.39, -3.16], [6.46, 2.42, -2.21], [6.56, 2.88, -0.85], [5.73, 2.62, 0.20], [6.08, 3.45, 1.25], [7.16, 4.13, 0.98], [7.53, 3.74, -0.34], [7.92, 4.96, 1.90], [6.47, 4.19, -3.39], [4.83, 3.80, -2.79], [5.50, 3.01, -4.14], [7.46, 2.18, -2.57], [5.89, 1.49, -2.23], [4.88, 1.97, 0.08], [5.67, 3.53, 2.25], [8.18, 4.31, -0.99], [7.19, 5.37, 2.61], [8.16, 5.80, 1.26], [8.72, 4.37, 2.35], [-0.67, 7.69, 0.56], [-1.30, 7.23, 1.82], [-0.86, 5.91, 2.28], [-2.04, 5.11, 2.81], [-2.99, 6.03, 3.66], [-3.33, 6.85, 3.19], [-3.82, 5.47, 3.77], [-2.65, 6.30, 5.10], [-1.88, 7.69, 5.16], [-2.63, 8.77, 4.50], [-1.73, 9.84, 4.49], [0.41, 7.79, 0.64], [-1.16, 8.61, 0.23], [-0.86, 7.03, -0.28], [-0.18, 6.08, 3.11], [-0.22, 5.34, 1.61], [-1.74, 4.20, 3.34], [-2.70, 4.78, 2.01], [-1.96, 5.52, 5.40], [-3.63, 6.39, 5.58], [-0.94, 7.53, 4.63], [-1.61, 7.78, 6.21], [-1.02, 9.65, 3.68], [-1.25, 10.03, 5.45], [-2.25, 10.75, 4.17], [0.45, -2.04, -10.34], [0.14, -0.85, -11.03], [0.17, 0.31, -10.20], [0.37, 1.57, -11.18], [-0.59, 1.51, -12.46], [-0.02, 1.42, -13.29], [-1.38, 0.89, -12.52], [-1.14, 2.91, -12.83], [-2.21, 3.41, -11.81], [-1.73, 3.75, -10.55], [-2.71, 4.21, -9.67], [-0.27, -2.20, -9.54], [1.44, -1.94, -9.89], [0.43, -2.98, -10.89], [0.96, 0.29, -9.45], [-0.78, 0.44, -9.69], [1.39, 1.55, -11.57], [0.20, 2.54, -10.71], [-1.64, 2.80, -13.79], [-0.30, 3.60, -12.85], [-3.00, 2.66, -11.86], [-2.70, 4.28, -12.25], [-3.06, 5.21, -9.92], [-2.32, 4.20, -8.65], [-3.62, 3.63, -9.78], [5.51, -4.38, 2.66], [6.89, -4.49, 2.79], [7.60, -3.74, 1.73], [8.53, -2.66, 2.37], [9.55, -3.32, 3.30], [9.18, -3.80, 4.11], [10.06, -4.06, 2.82], [10.64, -2.33, 3.87], [10.00, -1.19, 4.66], [9.18, -1.77, 5.70], [8.53, -0.84, 6.51], [4.95, -4.74, 3.53], [5.08, -4.81, 1.75], [5.20, -3.34, 2.68], [7.00, -3.13, 1.05], [8.18, -4.30, 0.99], [7.85, -2.09, 3.01], [9.00, -2.09, 1.58], [11.25, -2.05, 3.00], [11.28, -2.95, 4.50], [9.56, -0.42, 4.04], [10.73, -0.56, 5.17], [7.67, -1.30, 7.00], [7.95, -0.17, 5.89], [9.20, -0.25, 7.14], [-0.87, -11.82, -1.68], [-1.38, -10.56, -1.07], [-2.13, -9.66, -2.01], [-0.77, -10.03, 0.15], [-2.55, -11.41, -0.42], [0.60, -11.11, -2.11], [1.71, -11.02, -1.13], [0.61, -10.25, -3.27], [1.16, -12.41, -2.95], [-8.11, 1.82, 4.62], [-9.29, 1.48, 5.47], [-9.26, 0.22, 6.22], [-10.56, 2.09, 5.09], [-8.77, 2.58, 6.61], [-8.68, 0.88, 3.35], [-9.37, 1.61, 2.31], [-9.08, -0.53, 3.58], [-7.26, 0.60, 2.71]]
}